(1)
ORCA calculation (the ωB97M-V functional and the def2-TZVPD basis) on a 5-piece molecular cluster, C5H18NO6 overall.

Calculated values
LUMO energy (alpha / beta)	0.5 / 0.4	eV
highest occupied orbital energy (alpha / beta)	-2.425 / -7.016	eV
energy above the lowest of the compared OMol25 structures with the same formula, charge and spin	1.721	eV
⟨S²⟩	0.75
spin multiplicity	2
HOMO-LUMO gap (alpha / beta)	2.94 / 7.45	eV

Element x y z (Å)
O: 1.52367 -1.38234 -0.90058
C: 2.31305 -0.60630 -1.44815
O: 3.04532 -1.14364 -2.42851
C: 2.52847 0.81247 -1.08051
C: 1.13790 1.57164 -1.09793
C: -0.02113 0.81310 -0.61468
C: -0.35448 0.69790 0.70441
N: -1.32011 -0.33533 1.18216
H: 3.05022 -2.09082 -2.60794
H: 2.93588 0.67239 -0.07375
H: 3.33385 1.38285 -1.52970
H: 1.31244 2.38873 -0.35306
H: 0.90240 2.02610 -2.11654
H: -0.63848 0.30154 -1.31798
H: 0.07367 1.24945 1.53220
H: -2.26827 0.05427 1.55138
H: -0.80151 -0.95833 1.86741
H: -1.74977 -0.81540 0.37247
H: -0.98815 -3.11596 2.22776
H: 0.09062 -2.86152 3.31645
O: -0.70377 -2.50016 2.92296
H: -2.24660 4.34806 -0.48133
H: -3.34154 3.36033 -0.45852
O: -2.42899 3.45185 -0.16650
H: 0.32468 -3.03172 -0.41966
H: -0.96521 -3.92765 -0.61045
O: -0.62324 -3.10387 -0.28754
H: -2.62628 2.67765 1.27964
H: -3.18703 2.28166 2.71011
O: -2.94495 1.95623 1.85262

(2)
ORCA calculation (the ωB97M-V functional and the def2-TZVPD basis) on a 3-piece molecular cluster, C5H19N2O2 overall.

Calculated values
LUMO energy	-3.0	eV
highest occupied orbital energy	-12.254	eV
energy above the lowest of the compared OMol25 structures with the same formula, charge and spin	1.383	eV
total charge	+1
HOMO-LUMO gap	9.26	eV

Element x y z (Å)
N: 1.46979 -1.82687 -0.98159
C: -0.04482 -1.98411 -1.06145
C: -0.61150 -0.63714 -1.60267
N: -0.29422 0.51706 -0.76666
C: 0.58757 1.55222 1.24985
C: -0.33057 0.45283 0.72886
C: -1.81889 0.71978 1.19132
H: 1.83014 -2.06132 -1.90291
H: 1.70218 -0.90074 -0.60639
H: 1.92878 -2.43662 -0.20014
H: -0.53518 -2.25706 -0.12739
H: -0.29676 -2.76559 -1.77434
H: -1.65295 -0.76881 -1.94782
H: 0.05375 -0.50096 -2.47557
H: -0.88452 1.29839 -1.01402
H: 0.74558 1.57282 2.31855
H: 0.35723 2.57165 0.92809
H: 1.61564 1.69789 0.83470
H: -0.21886 -0.49219 1.28398
H: -1.94878 1.82422 1.33475
H: -2.59171 0.45295 0.44944
H: -2.10242 0.26685 2.14353
H: 2.96163 -2.48882 2.50661
H: 3.91949 -1.60270 1.69772
O: 3.18417 -2.23205 1.60402
H: -1.65754 3.42579 -1.65894
H: -3.10032 3.53037 -1.14592
O: -2.26691 3.07213 -1.00559

(3)
ORCA calculation (the ωB97M-V functional and the def2-TZVPD basis) on a 4-piece molecular cluster, C5H19NO3S overall.

Calculated values
LUMO energy	0.5	eV
SMILES	CN(C)CCCS.O.O.O
highest occupied orbital energy	-8.947	eV
energy above the lowest of the compared OMol25 structures with the same formula, charge and spin	1.020	eV
HOMO-LUMO gap	9.48	eV

Element x y z (Å)
C: 0.62340 -0.46360 1.76565
N: 1.08555 -0.07473 0.44531
C: 2.01922 1.04441 0.53347
C: -0.08519 0.21924 -0.38436
C: 0.25076 0.46331 -1.88293
C: 0.13586 -0.78464 -2.72850
S: -1.58429 -1.17997 -3.18960
H: 0.55287 0.26796 2.57733
H: 1.48985 -1.00083 2.17964
H: -0.28132 -1.05844 1.84163
H: 2.29346 1.36575 -0.46015
H: 2.87187 0.67155 1.09769
H: 1.61542 1.93668 1.03176
H: -0.81715 0.95054 -0.02066
H: -0.67397 -0.70423 -0.46368
H: 1.19513 0.98948 -1.98744
H: -0.50957 1.18017 -2.20785
H: 0.70412 -1.63942 -2.37126
H: 0.59511 -0.57477 -3.69822
H: -1.89266 -2.29772 -2.51925
O: 2.24030 -2.56888 0.28290
H: 1.42571 -2.96630 0.60457
H: 1.95681 -1.88865 -0.33655
O: -3.71489 0.71906 0.17751
H: -4.27282 1.31063 -0.33073
H: -2.78883 0.95276 0.09317
O: -1.55276 1.57117 2.91643
H: -0.76333 1.53749 3.47441
H: -2.11867 2.02199 3.55971

(4)
ORCA calculation (the ωB97M-V functional and the def2-TZVPD basis) on a 6-piece molecular cluster, C5H19NO5 overall.

Calculated values
LUMO energy	0.4	eV
SMILES	C=C(N)/C=C/C.O.O.O.O.O
highest occupied orbital energy	-8.378	eV
energy above the lowest of the compared OMol25 structures with the same formula, charge and spin	3.272	eV
HOMO-LUMO gap	8.78	eV

Element x y z (Å)
C: 0.35713 -2.36697 0.88682
C: 1.02424 -1.56552 0.08742
N: 2.14046 -1.88406 -0.74465
C: 0.77096 -0.12054 0.17909
C: 0.25537 0.48228 1.27700
C: 0.07227 1.89655 1.75173
H: 0.59547 -3.37916 0.89573
H: -0.46088 -2.23924 1.60720
H: 2.72078 -1.01629 -1.05640
H: 2.56162 -2.81157 -0.76616
H: 1.36110 0.33774 -0.53769
H: -0.22291 -0.12333 2.07664
H: -0.85643 2.16576 2.06609
H: 0.53058 2.59132 1.01675
H: 0.66799 2.08374 2.62720
O: -3.08384 1.09710 -1.57506
H: -3.40601 1.63293 -0.91325
H: -2.15837 1.44685 -1.74484
O: 2.52916 -0.16724 3.09865
H: 2.42972 0.48336 2.45837
H: 2.86115 -0.84778 2.58091
O: -0.44956 0.26601 -2.61078
H: -0.58546 -0.68436 -2.56496
H: 0.04058 0.36345 -1.71982
O: -2.58535 -1.29932 0.55254
H: -3.16616 -0.94057 -0.15513
H: -2.08587 -1.92681 0.17856
O: -0.26186 2.71645 -2.05005
H: -0.51596 2.11770 -2.85465
H: 0.63755 3.07605 -2.39677

(5)
ORCA calculation (the ωB97M-V functional and the def2-TZVPD basis) on a 6-piece molecular cluster, C5H19NO6 overall.

Calculated values
LUMO energy	0.2	eV
SMILES	C=NCCCC=O.O.O.O.O.O
highest occupied orbital energy	-9.683	eV
energy above the lowest of the compared OMol25 structures with the same formula, charge and spin	5.405	eV
HOMO-LUMO gap	9.86	eV

Element x y z (Å)
C: -0.28106 2.49726 -1.63397
N: -0.47280 1.66541 -0.67078
C: -0.50896 0.29391 -1.10338
C: -1.13137 -0.57751 0.02615
C: -0.69193 -2.03855 -0.04725
C: 0.10380 -2.45152 -1.28034
O: -0.26342 -2.00203 -2.32432
H: -0.02005 2.24837 -2.59705
H: -0.43348 3.64360 -1.47511
H: 0.63306 0.10020 -1.35110
H: -1.13760 0.00912 -2.00775
H: -0.81395 -0.32247 1.08937
H: -2.21534 -0.40883 -0.17342
H: 0.04594 -2.11052 0.76600
H: -1.39668 -2.75109 0.23458
H: 1.14522 -2.77156 -1.18002
O: 2.97860 -0.11886 3.01830
H: 2.60345 -0.90862 2.48447
H: 2.75246 0.61099 2.30842
O: -3.12127 1.11867 -2.02238
H: -3.32532 2.06725 -1.85002
H: -2.57483 0.91367 -2.79382
O: 2.60128 -1.07548 -1.43069
H: 2.03396 -0.33960 -1.50041
H: 2.67486 -1.38578 -0.55999
O: 0.61566 -0.60371 3.63493
H: 0.91767 0.22873 3.85779
H: 0.99705 -1.25575 4.30397
O: -0.55783 2.67745 2.29264
H: -0.81831 1.91033 2.71439
H: -0.72558 2.55429 1.31011

(6)
ORCA calculation (the ωB97M-V functional and the def2-TZVPD basis) on C5H20ClCrN10O5 as an isolated structure.

Calculated values
LUMO energy (alpha / beta)	-2.0 / -2.0	eV
highest occupied orbital energy (alpha / beta)	-9.196 / -10.893	eV
energy above the lowest of the compared OMol25 structures with the same formula, charge and spin	0.367	eV
⟨S²⟩	6.01
spin multiplicity	5
total charge	+1
HOMO-LUMO gap (alpha / beta)	7.24 / 8.93	eV

Element x y z (Å)
Cr: 0.22197 0.73343 0.19830
Cl: 2.24354 2.16706 0.18022
C: -1.90360 2.57087 -1.57449
O: -1.22364 2.14434 -0.64029
N: -3.23598 2.80700 -1.43469
N: -1.41479 2.79847 -2.81956
H: -3.66329 2.48129 -0.58500
H: -3.77947 3.25993 -2.14057
H: -0.41695 2.78991 -2.94354
H: -1.99837 3.03888 -3.59364
C: -0.22850 1.23257 3.36936
O: -0.45102 1.11158 2.15542
N: -1.18881 1.08084 4.30344
N: 1.00743 1.61004 3.78910
H: -0.99948 1.13679 5.28375
H: -2.12366 1.19661 3.94891
H: 1.08304 1.79683 4.77130
H: 1.68340 1.93410 3.11294
C: -2.16213 -1.40305 -0.76410
O: -1.50117 -0.50354 -0.24343
N: -1.93596 -2.72118 -0.55948
N: -3.19671 -1.11472 -1.59048
H: -2.29124 -3.37048 -1.23693
H: -1.38653 -3.07998 0.19560
H: -3.45878 -0.16367 -1.77182
H: -3.74319 -1.82793 -2.03517
C: 1.77315 -0.49216 -2.41654
O: 0.84187 -0.03905 -1.74410
N: 2.18127 0.12805 -3.56587
N: 2.48895 -1.58696 -2.07574
H: 1.76828 1.01065 -3.79036
H: 2.78029 -0.37970 -4.18686
H: 2.54256 -2.01115 -1.17514
H: 3.20237 -1.85470 -2.73239
C: 1.95808 -1.72738 1.58290
O: 1.03435 -1.04637 1.13256
N: 2.72982 -1.38479 2.65295
N: 2.22952 -2.97348 1.07580
H: 2.40391 -0.56946 3.14622
H: 3.56217 -1.88410 2.88470
H: 2.98587 -3.53261 1.42002
H: 1.58141 -3.36279 0.41671